# 1
Density functional theory data (ωB97M-V/def2-TZVPD) for a structure of composition C23H29MoN9.

Each line ends with the Löwdin spin population.
Geometry (Å):
Mo: -0.348 0.542 0.459  1.633
C: -3.364 2.003 1.914  0.001
C: -2.273 1.647 2.923  0.005
C: -0.999 2.481 2.821  0.004
N: -0.016 2.036 1.818  0.022
C: 1.193 2.609 1.793  0.009
C: 1.505 3.735 2.589  0.042
C: 2.630 4.525 2.630  0.004
C: 3.802 4.464 1.873  0.050
C: 4.113 3.510 0.936  0.006
C: 3.389 2.378 0.550  0.046
C: 2.140 1.911 0.943  -0.002
N: 1.661 0.714 0.466  0.013
C: 2.627 -0.285 0.011  0.007
C: 2.169 -1.680 0.414  0.005
C: 1.453 -1.659 1.761  0.002
N: 0.066 -1.229 1.549  0.010
C: -0.933 -2.077 1.841  0.016
C: -0.799 -3.140 2.760  0.001
C: -1.665 -4.154 3.095  0.010
C: -2.941 -4.448 2.609  0.001
C: -3.672 -3.695 1.724  0.011
C: -3.337 -2.480 1.125  0.000
C: -2.174 -1.729 1.186  0.013
N: -2.047 -0.540 0.534  0.006
C: -3.202 0.226 0.063  0.006
C: -3.047 1.696 0.453  0.008
H: -3.580 3.070 2.009  0.000
H: -4.288 1.486 2.187  0.000
H: -2.029 0.581 2.917  0.002
H: -2.677 1.845 3.918  0.000
H: -0.500 2.450 3.793  0.000
H: -1.270 3.526 2.626  0.000
H: 0.727 4.048 3.269  0.003
H: 2.580 5.338 3.344  -0.001
H: 4.533 5.242 2.048  0.002
H: 5.066 3.625 0.433  -0.001
H: 3.895 1.769 -0.187  0.002
H: 3.578 -0.090 0.511  0.000
H: 2.800 -0.210 -1.067  0.001
H: 3.046 -2.326 0.466  0.000
H: 1.500 -2.123 -0.328  0.003
H: 1.955 -0.998 2.472  0.000
H: 1.482 -2.664 2.170  0.000
H: 0.126 -3.155 3.319  0.000
H: -1.289 -4.838 3.847  0.000
H: -3.403 -5.351 2.986  0.000
H: -4.652 -4.076 1.462  0.000
H: -4.104 -2.088 0.471  0.000
H: -4.128 -0.141 0.509  0.001
H: -3.285 0.122 -1.021  0.000
H: -3.665 2.296 -0.218  0.001
H: -2.030 2.089 0.239  0.003
N: -1.562 2.233 -4.515  0.001
N: -0.846 2.271 -3.338  0.003
N: 0.005 3.236 -3.075  0.003
C: 0.367 2.951 -1.838  0.007
N: -0.284 1.870 -1.384  0.029
N: -1.062 1.444 -2.371  0.012
H: -1.042 2.757 -5.214  0.000
H: -1.686 1.267 -4.801  0.000
H: 1.079 3.525 -1.270  0.000

Output
Orbital gap (spin up / spin down), eV: 5.910 / 7.017
M, Da: 527.49
Maximum force, eV/Å: 0.58
2S+1: 3
Total charge: +2
Highest occupied orbital energy (spin up / spin down), eV: -12.98 / -13.75

---

# 2
Density functional theory data (ωB97M-V/def2-TZVPD) for a cluster of 2 separate species, C23H29N2 in total in a non-equilibrium geometry.

Each line ends with the Löwdin charge.
Geometry (Å):
C: 2.681 -2.692 1.600  0.016
C: 2.304 -1.274 1.500  -0.160
N: 3.232 -0.286 1.579  -0.012
C: 4.665 -0.509 1.627  0.023
C: 2.615 0.969 1.538  -0.149
C: 1.223 0.751 1.384  -0.115
C: 0.393 1.835 1.117  -0.008
C: 0.958 3.117 1.071  -0.049
C: 2.344 3.309 1.210  -0.052
C: 3.203 2.219 1.422  0.005
C: 1.029 -0.687 1.331  -0.101
C: -0.164 -1.342 0.937  0.049
C: -1.495 -0.938 1.343  -0.207
C: -1.767 -0.015 2.380  -0.012
C: -3.032 0.551 2.498  -0.010
C: -4.060 0.189 1.617  -0.241
C: -5.355 0.937 1.617  -0.033
C: -3.852 -0.884 0.741  -0.016
C: -2.603 -1.478 0.647  -0.012
H: 1.765 -3.286 1.660  0.091
H: 3.261 -3.035 0.731  0.111
H: 3.282 -2.891 2.501  0.108
H: 5.164 0.462 1.590  0.088
H: 4.952 -1.031 2.551  0.111
H: 4.998 -1.116 0.771  0.113
H: -0.669 1.667 0.944  0.111
H: 0.306 3.978 0.916  0.114
H: 2.754 4.316 1.151  0.113
H: 4.285 2.320 1.498  0.110
H: -0.065 -2.356 0.534  0.147
H: -0.965 0.274 3.061  0.131
H: -3.221 1.314 3.256  0.131
H: -6.032 0.513 0.871  0.083
H: -5.841 0.887 2.597  0.097
H: -5.213 1.998 1.379  0.098
H: -4.676 -1.224 0.108  0.128
H: -2.448 -2.336 -0.014  0.127
C: -0.209 -0.257 -4.540  -0.201
C: 0.981 0.249 -3.725  -0.182
C: 1.022 -0.308 -2.299  -0.223
N: -0.246 -0.365 -1.613  -0.057
C: -1.459 -0.609 -2.348  -0.234
C: -1.508 -0.049 -3.770  -0.182
H: -0.258 0.280 -5.489  0.112
H: -0.078 -1.319 -4.770  0.115
H: 1.917 -0.014 -4.222  0.112
H: 0.932 1.342 -3.665  0.116
H: 1.473 -1.321 -2.323  0.113
H: 1.692 0.314 -1.682  0.109
H: -0.216 -0.788 -0.688  0.028
H: -1.648 -1.702 -2.379  0.113
H: -2.281 -0.176 -1.756  0.105
H: -1.724 1.024 -3.705  0.116
H: -2.342 -0.525 -4.290  0.113

Output
Orbital gap, eV: 5.670
M, Da: 333.50
Maximum force, eV/Å: 3.34
Total charge: +1
Highest occupied orbital energy, eV: -10.69

---

Q: What is the formula in the first record?
A: C23H29MoN9

---

Q: Which of these has the highest M?
A: C23H29MoN9

---

Q: The highest M belongs to which entry?
A: C23H29MoN9

---

Q: Look up the total charge of the second one.
A: +1